# C12H25F3NNdO2P2

C12H25F3NNdO2P2 as an isolated structure in a non-equilibrium geometry (ωB97M-V with the def2-TZVPD basis set, the Open Molecules 2025 dataset).

Geometry as XYZ:
```
46
C12H25F3NNdO2P2 | the Open Molecules 2025 dataset | ωB97M-V with the def2-TZVPD basis set
C -0.884 0.922 -3.220
C -0.876 0.414 -1.919
N 0.013 0.835 -1.000
C 0.804 1.887 -1.273
C 0.801 2.476 -2.537
C -0.034 1.974 -3.536
C -1.842 -0.689 -1.562
P -2.639 -0.723 0.111
Nd 0.256 -0.756 0.921
P 2.339 1.396 1.190
C 1.655 2.495 -0.191
O -0.516 -3.333 -2.118
O 0.438 -2.960 0.508
H -1.532 0.464 -3.969
H 1.460 3.323 -2.717
H -0.031 2.410 -4.544
C -4.108 0.312 -0.040
C -3.351 -2.435 0.063
H 2.532 2.976 -0.674
H 1.087 3.287 0.355
H -1.349 -1.692 -1.747
H -2.681 -0.643 -2.268
C 2.758 2.742 2.376
C 3.996 0.971 0.557
H 1.459 -2.756 1.155
H -0.006 -3.814 0.813
H -0.055 -3.313 -1.245
H 0.191 -3.237 -2.777
H -0.360 0.216 2.500
H 1.929 -2.134 1.955
H -4.894 -0.118 -0.667
H -4.499 0.424 0.992
H -3.811 1.291 -0.423
H -4.210 -2.497 -0.626
H -2.596 -3.176 -0.239
H -3.717 -2.671 1.075
H 4.700 1.809 0.534
H 4.406 0.213 1.235
H 3.927 0.525 -0.439
H 3.673 3.292 2.122
H 1.924 3.442 2.462
H 2.913 2.275 3.358
F -0.749 -0.799 4.521
C 0.124 -1.112 3.502
F 1.397 -0.990 4.042
F -0.044 -2.523 3.384
```

Properties
Net charge = 0
2S+1 = 4
Electronic energy = -2221.0263 a.u.
LUMO energy (spin up / spin down) = -0.17 / -0.16 eV
Molecular weight = 478.52 g mol⁻¹
HOMO-LUMO gap (spin up / spin down) = 5.10 / 4.83 eV
Maximum force = 4.38 eV/Å

From a Mulliken analysis of the wavefunction, the atomic charges in e read: number 1, C, carries -0.815; number 2, C, carries 0.833; number 3, N, carries 0.149; number 4, C, carries 0.584; number 5, C, carries -0.712; number 6, C, carries -0.475; number 7, C, carries -1.329; number 8, P, carries 0.661; number 9, Nd, carries 0.137; number 10, P, carries 0.753; number 11, C, carries -1.123; number 12, O, carries -0.661; number 13, O, carries -0.546; number 14, H, carries 0.435; number 15, H, carries 0.413; number 16, H, carries 0.401; number 17, C, carries -1.216; number 18, C, carries -1.222; number 19, H, carries 0.385; number 20, H, carries 0.330; number 21, H, carries 0.192; number 22, H, carries 0.516; number 23, C, carries -1.248; number 24, C, carries -1.290; number 25, H, carries 0.109; number 26, H, carries 0.264; number 27, H, carries 0.407; number 28, H, carries 0.303; number 29, H, carries 0.025; number 30, H, carries -0.191; number 31, H, carries 0.356; number 32, H, carries 0.359; number 33, H, carries 0.364; number 34, H, carries 0.411; number 35, H, carries 0.299; number 36, H, carries 0.396; number 37, H, carries 0.380; number 38, H, carries 0.378; number 39, H, carries 0.363; number 40, H, carries 0.382; number 41, H, carries 0.379; number 42, H, carries 0.373; number 43, F, carries -0.279; number 44, C, carries 0.318; number 45, F, carries -0.295; number 46, F, carries -0.257